Below is 2 unconnected molecules or ions with the total composition C2H2N2O2S at a distorted geometry, with properties calculated with ωB97M-V/def2-TZVPD.

```
9
Properties=species:S:1:pos:R:3:forces:R:3:nbo_charge:R:1
O -1.53533 0.65555 -1.38821 -0.325 -0.052 0.053 -0.86
S -1.80749 0.47285 0.00599 0.579 0.238 0.023 2.22
C 1.38811 0.18094 0.07906 -2.814 0.904 0.782 -0.18
N 1.37468 -2.32732 -0.29439 0.054 -0.203 -0.030 -0.20
N -0.71690 0.25023 1.00964 2.201 -0.095 -0.337 -0.83
O -3.13041 0.55084 0.53530 -0.084 -0.068 -0.395 -0.82
H 1.16120 0.80837 -0.76722 0.126 0.106 -0.111 0.25
H 1.87947 0.59928 0.93667 0.106 0.067 0.175 0.25
C 1.38668 -1.19073 -0.11684 0.157 -0.898 -0.160 0.18
```
Positions in Å, forces in eV/Å.

Summary:
E: -735.4137 hartree
Lowest unoccupied orbital energy (spin up / spin down): -2.674 / -2.353 eV
Total charge: 0
Energy above the lowest of the compared OMol25 structures with the same formula, charge and spin: 4.7241 eV
Frontier orbital gap (spin up / spin down): 7.69 / 8.64 eV

=====

Below is 23 unconnected molecules or ions with the total composition C18H71I2N2O30P at a distorted geometry, with properties calculated with ωB97M-V/def2-TZVPD.

```
124
Properties=species:S:1:pos:R:3:forces:R:3:mulliken_charge:R:1
H -1.27224 3.58712 1.59976 0.506 -1.888 -0.217 0.17
H 0.27952 -2.71176 -7.54286 -0.013 -0.085 -0.099 0.26
H 0.46875 6.06411 -1.79083 1.101 0.653 1.252 -0.03
O 3.68774 -7.42778 -2.47894 0.252 -0.004 0.019 -0.64
H -2.27220 -6.70676 5.88721 0.168 0.088 -0.078 0.29
O 1.09840 -5.76985 4.49440 0.039 -0.065 0.106 -0.54
O -0.71813 1.98007 0.25392 2.387 2.004 -1.023 -0.02
H -0.14780 -0.08582 -3.52194 -0.757 -0.962 1.671 0.19
H -5.82010 4.84045 -0.09377 0.045 0.036 0.110 0.31
O 2.77555 1.48067 0.59854 -2.112 -3.078 -3.499 -0.60
H -4.96006 5.84894 0.66167 0.166 0.039 -0.150 0.38
O 0.38862 -3.09094 -8.42527 0.156 0.000 0.128 -0.63
O -2.84411 11.70667 -1.02063 -0.086 0.453 0.214 -0.64
O 0.62231 6.96259 -4.21379 -0.228 -0.047 -0.240 -0.60
C 4.03553 -0.50958 -1.48108 1.072 -0.847 1.363 0.76
H -3.05935 7.19848 -0.47818 -0.096 0.112 -0.021 0.33
H 1.36074 -1.70517 -1.86375 -0.921 1.703 0.364 -0.05
O -0.21610 2.28371 -5.28985 0.109 -0.081 -0.405 -0.54
H 0.58005 -7.32054 1.98755 0.142 -0.099 -0.242 0.20
O -0.58730 -2.42491 2.35027 1.661 -1.368 -4.174 -0.61
H 0.74756 -6.34808 3.80261 -0.041 0.095 0.095 0.29
O -0.37633 -7.18361 2.01657 -0.126 -0.583 0.347 -0.57
H 3.87784 -3.23155 1.90013 -1.839 0.337 -0.091 0.29
C 2.10130 0.62951 -0.03522 1.157 2.476 3.767 -0.24
O 4.39558 -4.89147 3.66613 0.290 -0.252 -0.175 -0.51
H -3.14505 2.10959 2.32435 1.513 -0.892 -0.134 0.27
H -1.80263 1.10126 3.20630 -0.764 0.823 -1.369 0.25
H -1.52962 -2.09373 -4.07543 1.837 -0.247 1.026 0.72
H 1.17886 -3.63971 -8.34751 -0.157 0.076 -0.037 0.32
O -1.17878 4.24115 -0.98619 2.612 -2.509 0.640 -0.73
C 1.73214 1.67831 -2.58685 -0.612 0.635 -0.084 -1.21
H 5.64011 -4.83066 -0.02338 -0.028 0.055 -0.178 0.30
O 0.58264 -9.87428 2.62652 0.085 -0.405 0.119 -0.55
H 4.46131 -4.89673 7.31336 0.123 -0.081 -0.070 0.32
O -5.65290 5.90149 4.00510 0.253 -0.076 -0.087 -0.64
C 0.45242 -1.08183 -0.01102 -0.168 0.913 0.311 0.54
O 0.19478 8.37748 1.53864 -0.139 0.186 0.358 -0.58
H -2.05973 -3.87325 -2.73857 1.732 0.794 0.651 0.27
O 4.95113 -0.74555 -0.67808 -4.810 1.283 -4.659 -0.54
H 2.91022 4.01342 -5.05111 -0.008 -0.131 -0.013 0.32
H 2.94785 -1.68691 2.26232 -0.417 -1.782 -0.590 0.24
I 1.05060 -2.78111 -4.66746 -0.577 0.313 0.710 0.03
H 0.22774 -10.74527 2.84500 0.016 0.158 -0.052 0.27
H -0.56461 1.93122 -2.92688 1.572 0.949 1.171 0.21
H -0.74914 8.56174 1.63173 0.094 -0.132 -0.122 0.31
H -0.05045 2.36075 2.30980 -1.100 0.079 -1.594 0.24
H 1.90843 5.60423 1.00237 -1.428 -0.832 -1.111 0.28
O -3.09007 6.50280 0.19268 -0.001 0.078 -0.042 -0.73
H -1.52744 -4.84312 0.74526 1.327 0.463 0.962 0.27
H -2.28502 0.64954 1.49062 0.037 1.506 1.152 0.05
O -3.63820 -0.10928 4.57729 0.129 -0.087 0.339 -0.62
H 2.24892 6.53296 -1.23785 -1.850 -0.522 0.246 0.27
H 4.16441 3.15168 -5.00383 -0.147 -0.077 -0.039 0.29
H -1.34017 -3.02172 -1.28347 0.798 -0.604 -1.883 -0.15
H -6.83886 2.87450 0.38548 -0.017 -0.046 -0.113 0.32
H -4.21974 -4.47818 -0.83729 0.104 -0.031 -0.120 0.30
H -0.18261 2.97386 -5.96453 -0.045 -0.115 0.100 0.27
H 0.25951 7.59039 -4.85148 0.093 -0.081 0.112 0.29
N 3.04125 -0.34016 -2.30347 4.161 0.158 4.363 -0.85
C 2.10453 -2.85237 0.54421 3.467 -2.221 -2.775 0.04
H -0.73105 -8.05492 2.23559 0.286 0.036 -0.055 0.27
O 5.46014 -4.93485 -0.96581 -0.140 -0.122 0.088 -0.67
H -2.99833 9.89528 -1.67582 -0.111 -0.102 0.006 0.39
C 1.03885 5.31705 0.28574 1.208 2.515 0.421 -0.23
H 4.29509 -6.95571 -1.89210 -0.054 0.128 -0.103 0.33
H 0.28308 -5.10966 0.56024 -1.417 0.637 1.127 0.12
H 1.53829 -10.01137 2.59711 -0.125 0.190 -0.038 0.29
C -0.43800 -0.78920 -2.64360 1.619 -0.515 -1.356 -1.21
C -1.06884 -3.41550 -2.33960 -0.796 -0.895 -0.411 -0.39
H -3.74316 0.25567 5.46505 -0.042 -0.024 -0.173 0.32
H 4.30369 -6.25104 6.63609 0.071 0.110 -0.056 0.33
H 1.83377 1.31331 -3.67865 -0.065 0.421 1.913 0.26
H 3.27406 -7.03174 1.11255 -0.237 0.007 0.028 0.27
O 1.32405 3.96158 -0.16537 -2.620 -1.372 -0.599 -0.29
H 0.39396 -5.74422 5.15594 -0.089 -0.009 -0.155 0.26
P -0.05795 3.17009 -0.77117 -3.117 3.421 -0.372 0.86
O 4.89491 -5.48834 6.68513 -0.260 0.039 0.055 -0.65
H 0.82575 7.43025 -0.50291 0.297 -1.848 -0.834 0.29
O -1.68820 -5.93896 5.92574 -0.208 -0.043 0.216 -0.57
O -7.02382 2.77730 -0.55810 -0.058 0.252 0.144 -0.68
O 1.36224 -0.25176 0.81546 0.608 0.443 -3.769 -0.36
C -0.16150 -3.06443 1.34717 -2.049 -0.654 3.355 0.26
H -2.12730 -5.34167 6.54430 0.127 -0.026 -0.138 0.29
O -5.82215 5.40618 0.68997 -0.038 -0.149 0.027 -0.59
H 0.34630 1.58280 -5.64531 -0.044 0.131 0.002 0.28
H -0.33368 -4.30836 -2.29544 -0.998 1.776 0.163 0.32
H -2.84242 -0.65344 4.64069 -0.128 0.027 -0.130 0.30
C 2.82064 -2.80683 1.97191 -0.431 1.275 0.058 -0.91
C -0.52406 -4.64694 1.25869 1.964 0.986 -1.039 -0.64
H -2.52857 5.80232 -0.17004 0.159 -0.261 -0.032 0.43
H -4.40336 9.36083 -1.41965 0.120 -0.121 -0.110 0.27
H -2.28995 12.48830 -0.90127 0.025 -0.206 -0.087 0.31
O -3.55196 9.10838 -1.79740 -0.025 -0.106 0.150 -0.64
C 1.14178 6.40018 -0.93159 0.028 -0.175 1.107 -0.61
N 0.68649 -2.52943 0.25340 0.013 0.646 2.244 1.08
H 2.58419 2.45071 -2.43006 -1.282 -1.641 0.010 0.14
C -0.62950 -2.25055 -3.35886 -2.181 0.808 0.958 -0.56
I -2.40138 -0.22581 -1.89609 0.545 -0.023 -0.289 0.11
O 2.76658 -6.92697 1.92784 0.255 -0.134 -0.129 -0.49
C 1.88497 0.40947 -1.62737 -0.675 -0.942 -0.188 2.62
H 0.08147 5.43188 0.90253 1.238 -0.392 -1.250 0.14
H 5.18327 -5.44519 3.74113 -0.043 0.192 0.164 0.24
O -3.78201 -5.07053 -1.46220 -0.276 -0.061 0.185 -0.59
H -3.69479 11.96270 -0.64165 0.113 -0.076 -0.070 0.30
H 4.18936 -7.53479 -3.29644 -0.117 0.020 0.141 0.30
H -7.75938 3.38309 -0.71553 0.081 -0.137 0.014 0.32
C 0.35181 2.48784 -2.48410 0.526 -0.239 -0.127 -0.47
O 2.82056 -3.25574 -0.43891 -2.945 1.950 3.535 -0.45
H -4.79479 6.34224 3.97701 -0.168 -0.072 0.002 0.31
H -0.40109 -5.13697 2.28004 -0.621 1.188 -1.550 0.25
C -2.15620 1.54476 2.21288 0.917 -0.187 -0.521 -0.82
C 0.76193 -0.74788 -1.57807 0.161 -1.843 0.197 -0.02
H 0.47097 3.42076 -3.16571 -0.275 -1.424 1.532 0.22
H 4.72805 -4.32368 -1.13274 -0.023 -0.012 0.122 0.38
H 0.56364 8.60295 2.40210 -0.005 -0.053 -0.165 0.28
C -0.95830 2.46959 1.60346 -1.239 0.073 1.930 -0.07
O 3.21087 3.10006 -5.14752 0.107 0.253 0.033 -0.61
H -0.14455 6.44756 -3.93054 0.110 0.099 0.047 0.32
H -0.56145 -0.78022 0.42035 1.143 -0.703 -1.137 0.12
H 3.36131 -6.43739 2.51499 -0.307 0.235 0.181 0.25
H 2.21706 -3.27939 2.82391 0.791 0.461 -1.419 0.20
H -4.36731 -5.83726 -1.50678 0.146 0.095 -0.027 0.28
H 4.28957 -4.51670 4.55082 -0.052 -0.254 -0.011 0.27
H -5.65126 5.33728 3.21927 -0.112 0.167 -0.032 0.31
```
Positions in Å, forces in eV/Å.

Summary:
E: -4031.7892 hartree
Lowest unoccupied orbital energy: 0.123 eV
Total charge: 0
Frontier orbital gap: 9.42 eV